# C18H37BrN3O

A cluster of 2 separate species, C18H37BrN3O in total (the ωB97M-V functional and the def2-TZVPD basis, the OMol25 dataset).

The value obtained for the total energy is -95820.8633 eV. The HOMO energy is -0.40406 Ha. The spin multiplicity is 1. Its net charge is +1. For the LUMO energy, the calculation gives -2.58 eV.

Each line ends with the natural charge from an NBO analysis.
Cartesian coordinates (Å):
C 0.646 2.781 -4.342  -0.4028
C -1.320 -4.918 2.182  0.6893
H 2.953 4.844 -1.020  0.2437
H -2.043 -1.507 2.479  0.2090
C -1.197 2.181 -0.368  -0.6118
O -1.975 -5.553 2.977  -0.5750
H 1.505 -4.530 0.643  0.2088
C 0.397 -1.699 1.142  -0.4050
H 0.021 5.045 -3.411  0.2239
H 1.670 -0.651 -0.211  0.1728
H 1.356 2.005 -4.617  0.2325
C 0.441 -4.315 0.759  -0.2216
H 1.879 -2.384 -0.300  0.2035
H 0.026 -4.187 -0.253  0.1781
C -2.209 -2.541 2.797  -0.2105
H -4.076 -0.788 2.100  0.1924
C 0.775 2.028 -2.011  -0.2104
Br -1.452 -2.598 4.591  -0.0036
H -5.554 -1.729 2.387  0.2253
H -4.078 -2.906 3.819  0.2325
H 0.220 -6.192 1.800  0.4082
H -0.450 2.092 0.422  0.2139
H -0.410 -1.332 0.486  0.1834
H 0.652 4.436 -0.481  0.2225
H 2.538 5.869 -2.378  0.2359
C -0.657 1.609 -1.682  -0.4437
H 3.654 -2.293 1.096  0.1922
C 0.055 4.378 -2.550  -0.2162
H -1.939 -3.409 0.870  0.2228
H 1.328 2.256 -1.100  0.2252
H 3.290 -2.119 3.238  0.3708
C -4.529 -1.782 2.016  -0.6062
C 1.725 -1.561 0.403  -0.3928
C 2.340 3.765 -2.824  -0.2100
H 2.658 4.065 -3.818  0.2291
N -0.293 -5.420 1.400  -0.6297
H 1.299 1.218 -2.517  0.2288
C 2.984 -1.457 1.320  -0.2277
H 3.541 -0.553 1.052  0.1727
H 0.385 -1.052 2.025  0.2354
H -2.077 1.626 -0.048  0.2409
N 2.670 -1.479 2.757  -0.8471
H 0.757 3.637 -5.003  0.2310
N 0.926 3.215 -2.943  -0.2047
H -1.490 3.228 -0.440  0.2023
H -3.875 -3.815 2.325  0.2247
H 2.844 -0.574 3.178  0.3609
C 0.800 5.012 -1.394  -0.4260
C 2.264 4.956 -1.854  -0.4311
H 2.982 2.957 -2.483  0.2325
H 0.456 6.025 -1.202  0.2561
H -0.950 4.031 -2.334  0.2411
H -0.647 0.522 -1.582  0.2460
C 0.066 -3.110 1.618  -0.2224
H -0.369 2.398 -4.400  0.2338
C -1.424 -3.424 1.848  -0.3409
H -4.565 -2.031 0.950  0.2003
H 0.540 -3.256 2.598  0.2324
H -1.341 1.826 -2.505  0.2152
C -3.721 -2.837 2.793  -0.4305